Entry 1:
C43H41CuN6O2P2S2 | the ωB97M-V functional and the def2-TZVPD basis

Last column: Mulliken spin population.
Cartesian coordinates (Å):
Cu -2.16 0.09 0.53  0.672
C 6.14 2.67 0.78  0.000
S 5.73 1.39 -0.42  0.000
C 4.99 0.13 0.66  0.000
C 3.57 -0.25 0.25  0.000
C 2.60 0.90 0.52  0.003
N 1.19 0.60 0.19  0.013
P 0.01 0.48 1.40  0.110
C 0.30 1.92 2.48  0.013
C 0.30 1.82 3.87  0.012
C 0.57 2.94 4.64  -0.004
C 0.82 4.16 4.04  0.008
C 0.80 4.27 2.65  -0.005
C 0.53 3.15 1.88  0.010
C 0.42 -0.95 2.45  -0.018
C 1.70 -1.14 3.00  -0.001
C 1.97 -2.25 3.78  0.001
C 0.97 -3.18 4.05  0.000
C -0.30 -2.98 3.54  -0.003
C -0.57 -1.88 2.75  -0.012
P 0.56 0.84 -1.42  -0.021
C 1.21 -0.58 -2.36  0.003
C 1.48 -1.79 -1.73  0.000
C 1.78 -2.93 -2.47  0.000
C 1.81 -2.87 -3.85  0.000
C 1.53 -1.67 -4.50  0.000
C 1.23 -0.54 -3.76  0.000
C 1.50 2.26 -2.07  0.001
C 2.79 2.20 -2.59  0.000
C 3.38 3.33 -3.14  0.000
C 2.69 4.54 -3.17  0.000
C 1.40 4.61 -2.65  0.000
C 0.81 3.48 -2.11  -0.001
H 6.64 3.47 0.23  0.000
H 6.83 2.28 1.53  0.000
H 5.25 3.07 1.25  0.000
H 5.00 0.53 1.68  0.000
H 5.63 -0.75 0.65  0.000
H 3.26 -1.14 0.81  0.000
H 3.54 -0.52 -0.80  0.000
H 2.93 1.77 -0.05  0.001
H 2.65 1.18 1.58  0.001
H 0.10 0.87 4.35  0.001
H 0.57 2.86 5.72  0.000
H 1.05 5.03 4.64  0.001
H 0.99 5.22 2.17  0.000
H 0.53 3.24 0.80  0.005
H 2.48 -0.41 2.83  0.000
H 2.96 -2.39 4.18  0.000
H 1.19 -4.04 4.66  0.000
H -1.09 -3.69 3.76  0.000
H -1.58 -1.72 2.37  0.009
H 1.44 -1.85 -0.65  -0.001
H 1.99 -3.86 -1.95  0.000
H 2.05 -3.76 -4.43  0.000
H 1.56 -1.62 -5.58  0.000
H 1.01 0.39 -4.28  0.000
H 3.34 1.27 -2.56  0.000
H 4.39 3.28 -3.53  0.000
H 3.15 5.41 -3.60  0.000
H 0.86 5.55 -2.67  0.000
H -0.21 3.53 -1.73  0.000
N -2.39 -1.58 -3.18  0.001
C -1.96 -2.78 -2.65  0.003
C -1.83 -4.05 -3.20  0.000
C -1.35 -5.04 -2.37  0.000
C -1.01 -4.77 -1.03  -0.001
C -1.14 -3.50 -0.49  0.001
C -1.62 -2.50 -1.33  -0.001
N -1.84 -1.15 -1.09  0.053
C -2.32 -0.65 -2.20  -0.008
C -2.72 0.75 -2.31  -0.011
C -3.14 1.43 -3.40  0.001
S -3.51 3.03 -2.97  0.000
C -3.07 2.70 -1.36  -0.002
N -2.67 1.48 -1.15  0.002
H -2.83 -1.44 -4.08  0.000
H -2.09 -4.25 -4.23  0.000
H -1.23 -6.04 -2.75  0.000
H -0.64 -5.58 -0.41  0.000
H -0.87 -3.30 0.53  0.000
H -3.27 1.08 -4.41  0.000
H -3.12 3.45 -0.58  0.001
C -5.25 -0.83 3.90  0.005
N -5.31 -0.85 2.44  0.001
C -6.40 -1.34 1.75  0.001
C -6.42 -1.41 0.41  0.006
C -5.26 -0.96 -0.36  0.013
O -5.20 -1.00 -1.58  0.001
N -4.20 -0.48 0.40  0.075
C -4.23 -0.45 1.72  -0.006
O -3.17 -0.03 2.30  0.070
H -6.24 -1.05 4.29  0.000
H -4.92 0.15 4.25  0.000
H -4.54 -1.58 4.27  0.000
H -7.23 -1.66 2.36  -0.001
H -7.27 -1.80 -0.12  0.001

## Properties
E: -143178.47632 eV
Charge: +1
Gap between HOMO and LUMO (spin up / spin down): 8.13 / 6.71 eV
2S+1: 2

Entry 2:
C43H41N2PRuS2 | the ωB97M-V functional and the def2-TZVPD basis

Last column: Mulliken charge in e.
Cartesian coordinates (Å):
Ru 1.26 -1.31 0.72  0.233
C -1.74 -2.89 1.69  -1.680
C -0.26 -2.74 1.81  1.048
C 0.62 -3.52 1.02  -0.144
C 2.02 -3.43 1.18  -0.972
C 2.59 -2.59 2.16  -0.414
C 1.74 -1.79 2.92  -0.652
C 0.33 -1.83 2.70  -0.645
H -2.26 -2.01 2.05  0.441
H -2.04 -3.74 2.31  0.413
H -2.04 -3.10 0.67  0.416
H 0.22 -4.22 0.30  1.063
H 2.65 -4.04 0.54  0.698
H 3.66 -2.53 2.29  0.601
H 2.14 -1.10 3.65  0.535
H -0.31 -1.17 3.28  0.615
S 1.35 0.90 1.62  -0.189
C -0.25 1.53 1.52  0.743
N -0.72 2.42 2.33  0.094
C -2.09 2.94 2.12  -0.685
C -2.38 3.06 0.65  -0.664
N -2.08 1.78 -0.02  0.199
C -2.99 1.42 -1.16  -1.073
C -4.37 1.14 -0.64  0.450
C -4.60 0.03 0.18  -0.056
C -5.87 -0.22 0.66  -0.719
C -6.92 0.63 0.33  -0.517
C -6.70 1.73 -0.49  -0.713
C -5.42 1.99 -0.97  -0.270
C -1.09 1.05 0.38  -0.267
S -0.64 -0.41 -0.40  0.313
C 0.03 3.00 3.48  -1.154
C 0.27 4.47 3.24  0.534
C -0.32 5.42 4.06  -0.309
C -0.10 6.77 3.84  -0.686
C 0.71 7.17 2.79  -0.480
C 1.31 6.22 1.95  -0.807
C 1.09 4.88 2.18  -0.038
H -2.13 3.93 2.59  0.519
H -2.79 2.28 2.64  0.310
H -1.79 3.84 0.18  0.321
H -3.44 3.26 0.50  0.510
H -2.55 0.58 -1.68  0.389
H -2.98 2.29 -1.82  0.457
H -3.78 -0.65 0.41  0.332
H -6.06 -1.08 1.29  0.446
H -7.92 0.43 0.70  0.434
H -7.52 2.38 -0.76  0.438
H -5.26 2.84 -1.62  0.453
H 0.95 2.44 3.60  0.545
H -0.60 2.85 4.36  0.418
H -0.94 5.11 4.90  0.440
H -0.54 7.51 4.49  0.431
H 0.89 8.22 2.61  0.428
H 1.95 6.54 1.15  0.443
H 1.58 4.14 1.55  0.355
C -0.02 0.03 -5.25  -0.616
C -0.72 -1.01 -4.64  -0.887
C -0.21 -1.63 -3.52  -0.344
C 1.02 -1.19 -2.99  1.245
C 1.73 -0.15 -3.61  -0.496
C 1.20 0.45 -4.74  -0.985
P 1.76 -2.14 -1.70  1.196
C 1.86 -3.86 -2.11  1.383
C 0.72 -4.68 -2.12  -0.290
C 0.81 -5.96 -2.63  -1.044
C 2.02 -6.43 -3.14  -0.669
C 3.13 -5.61 -3.17  -0.933
C 3.07 -4.32 -2.66  -0.646
C 3.19 -1.40 -0.96  0.947
C 3.03 -0.03 -0.65  -0.715
C 4.09 0.67 -0.02  -1.016
C 5.25 0.01 0.28  -0.780
C 5.39 -1.37 0.00  -0.862
C 4.37 -2.08 -0.58  -1.529
H -0.42 0.49 -6.14  0.505
H -1.66 -1.36 -5.06  0.521
H -0.74 -2.46 -3.07  0.324
H 2.70 0.16 -3.26  0.542
H 1.75 1.23 -5.24  0.512
H -0.24 -4.32 -1.77  0.501
H -0.07 -6.60 -2.63  0.496
H 2.08 -7.44 -3.53  0.471
H 4.06 -5.96 -3.60  0.490
H 3.93 -3.68 -2.75  0.575
H 2.21 0.53 -1.08  1.029
H 3.99 1.73 0.16  0.638
H 6.08 0.55 0.71  0.513
H 6.32 -1.87 0.24  0.528
H 4.50 -3.13 -0.78  0.464

## Properties
E: -81740.24619 eV
Charge: +4
Gap between HOMO and LUMO: 4.76 eV

Entry 3:
C43H42B3BrF6N2O4S | the ωB97M-V functional and the def2-TZVPD basis

Last column: Mulliken charge in e.
Cartesian coordinates (Å):
Br 4.23 4.31 -3.80  -0.163
C 3.65 3.75 -5.67  -0.546
C 2.22 4.56 -5.94  -0.554
C 0.99 3.51 -5.61  -0.370
B -0.41 4.25 -5.16  0.451
O -1.35 4.96 -6.06  -0.520
B -2.73 4.49 -5.78  0.438
O -3.16 3.73 -4.59  -0.568
B -2.02 3.27 -3.77  0.588
C -1.90 1.85 -2.96  -0.565
C -3.19 0.85 -3.09  0.263
S -2.92 -0.64 -4.19  -0.067
C -2.06 -0.21 -5.79  0.247
N -0.95 -0.98 -6.48  -0.247
N -0.67 -0.19 -7.61  -0.252
C -1.61 1.04 -7.65  -0.092
O -2.52 1.02 -6.47  -0.176
O -0.82 4.18 -3.72  -0.221
H 4.48 4.10 -6.43  0.359
H 3.52 2.58 -5.62  0.361
H 2.16 4.98 -7.05  0.265
H 2.11 5.44 -5.14  0.293
H 0.83 2.70 -6.46  0.280
H 1.35 2.89 -4.66  0.139
H -3.55 4.80 -6.59  -0.118
H -1.66 2.11 -1.82  0.144
H -0.91 1.31 -3.36  0.311
H -3.40 0.42 -2.00  -0.206
H -4.18 1.46 -3.36  0.326
H -1.61 1.90 -8.47  0.331
F -4.56 -1.63 -2.42  -0.050
C -5.06 -2.62 -1.68  0.210
C -6.18 -2.38 -0.88  -0.398
C -6.72 -3.42 -0.12  -0.538
C -6.12 -4.68 -0.14  -0.433
C -4.99 -4.91 -0.93  -0.566
C -4.47 -3.88 -1.71  -0.143
H -6.63 -1.39 -0.87  0.430
H -7.60 -3.24 0.50  0.381
H -6.53 -5.48 0.47  0.397
H -4.53 -5.89 -0.94  0.306
H -3.60 -4.04 -2.34  0.435
F -2.86 -0.23 -0.18  -0.207
C -2.33 0.09 1.01  0.270
C -1.68 -0.89 1.76  -0.479
C -1.13 -0.56 2.99  -0.582
C -1.24 0.75 3.48  -1.111
C -1.90 1.72 2.73  -0.501
C -2.44 1.39 1.49  -0.242
H -1.61 -1.90 1.37  0.601
H -0.61 -1.32 3.58  0.556
H -0.81 1.00 4.44  0.629
H -1.98 2.74 3.11  0.471
H -2.95 2.14 0.89  0.470
F -1.97 -1.16 6.69  -0.272
C -2.93 -0.30 7.07  0.132
C -3.58 0.46 6.11  0.000
C -4.58 1.36 6.50  -0.533
C -4.90 1.49 7.86  -0.425
C -4.23 0.72 8.81  -0.414
C -3.24 -0.18 8.42  -0.410
H -3.32 0.35 5.06  0.439
H -5.11 1.95 5.76  0.365
H -5.68 2.19 8.16  0.359
H -4.48 0.83 9.87  0.354
H -2.72 -0.78 9.15  0.414
F -3.16 -6.33 0.34  -0.233
C -2.63 -6.02 1.53  0.242
C -1.98 -7.00 2.27  -0.503
C -1.43 -6.66 3.51  -0.427
C -1.54 -5.36 3.99  -0.606
C -2.20 -4.38 3.24  -0.471
C -2.74 -4.71 2.00  -0.243
H -1.91 -8.01 1.88  0.411
H -0.91 -7.42 4.09  0.357
H -1.11 -5.10 4.96  0.389
H -2.28 -3.37 3.62  0.490
H -3.25 -3.96 1.40  0.594
F 4.03 0.17 2.61  -0.316
C 4.27 0.78 1.44  0.259
C 3.40 1.78 1.00  -0.403
C 3.65 2.41 -0.22  -0.200
C 4.75 2.03 -0.99  -0.163
C 5.61 1.02 -0.55  -0.512
C 5.37 0.40 0.68  -0.485
H 2.55 2.05 1.60  0.456
H 2.99 3.20 -0.57  0.380
H 4.94 2.52 -1.95  0.026
H 6.46 0.72 -1.15  0.458
H 6.03 -0.38 1.04  0.447
F 9.14 -0.23 -1.19  -0.324
C 9.67 0.09 0.00  0.287
C 10.32 -0.89 0.74  -0.435
C 10.87 -0.56 1.98  -0.352
C 10.76 0.75 2.46  -0.420
C 10.10 1.72 1.71  -0.409
C 9.56 1.39 0.47  -0.236
H 10.39 -1.90 0.35  0.403
H 11.39 -1.32 2.56  0.356
H 11.19 1.00 3.43  0.356
H 10.02 2.73 2.09  0.359
H 9.05 2.14 -0.13  0.421

## Properties
E: -155652.74748 eV
Gap between HOMO and LUMO: 8.52 eV

Entry 4:
C43H43CoN4P2Si | the ωB97M-V functional and the def2-TZVPD basis

Last column: Mulliken charge in e.
Cartesian coordinates (Å):
Co -0.09 -0.40 0.54  -0.243
C -2.61 -2.67 -0.38  -1.699
Si -1.00 -1.89 -0.94  1.329
C -1.30 -0.97 -2.53  0.719
C -1.60 -1.58 -3.75  -0.510
C -1.94 -0.80 -4.85  -0.831
C -2.03 0.58 -4.73  -0.981
C -1.76 1.20 -3.52  -0.451
C -1.37 0.42 -2.44  -0.497
P -1.01 1.08 -0.80  2.306
C 0.27 2.35 -0.91  0.660
C 0.72 2.87 -2.12  -1.109
C 1.67 3.88 -2.14  -0.829
C 2.20 4.36 -0.95  -0.958
C 1.78 3.84 0.26  -0.876
C 0.81 2.85 0.29  -0.306
C -2.54 1.82 -0.23  0.982
C -3.73 1.12 -0.46  -0.779
C -4.94 1.62 0.00  -0.650
C -4.97 2.84 0.68  -0.757
C -3.80 3.55 0.88  -0.765
C -2.58 3.06 0.42  -0.590
C 0.37 -3.15 -0.93  0.361
C 0.14 -4.52 -1.05  -0.978
C 1.21 -5.40 -1.12  -0.773
C 2.52 -4.92 -1.07  -0.897
C 2.76 -3.56 -0.94  -0.719
C 1.69 -2.68 -0.87  0.124
P 1.82 -0.89 -0.68  1.807
C 2.38 -0.20 -2.25  0.742
C 1.95 -0.77 -3.45  -0.365
C 2.37 -0.22 -4.65  -0.865
C 3.22 0.87 -4.67  -0.723
C 3.66 1.42 -3.47  -0.913
C 3.24 0.90 -2.26  -0.596
C 3.09 -0.51 0.54  0.517
C 2.70 0.10 1.74  0.710
C 3.63 0.39 2.72  -1.277
C 4.96 0.09 2.51  -0.730
C 5.37 -0.50 1.32  -0.965
C 4.44 -0.79 0.34  -0.356
H -2.98 -3.27 -1.22  0.539
H -3.40 -1.95 -0.16  0.523
H -2.50 -3.35 0.47  0.461
H -1.56 -2.66 -3.85  0.488
H -2.16 -1.27 -5.80  0.490
H -2.32 1.18 -5.59  0.471
H -1.86 2.27 -3.43  0.630
H 0.35 2.47 -3.06  0.466
H 2.00 4.28 -3.09  0.517
H 2.95 5.15 -0.97  0.437
H 2.19 4.21 1.19  0.522
H 0.45 2.48 1.24  0.414
H -3.72 0.19 -1.01  0.403
H -5.85 1.08 -0.18  0.484
H -5.91 3.23 1.04  0.443
H -3.82 4.51 1.38  0.483
H -1.68 3.64 0.56  0.487
H -0.87 -4.91 -1.09  0.467
H 1.03 -6.46 -1.21  0.479
H 3.35 -5.62 -1.12  0.456
H 3.78 -3.21 -0.89  0.381
H 1.33 -1.65 -3.45  0.414
H 2.04 -0.67 -5.58  0.513
H 3.55 1.29 -5.61  0.452
H 4.35 2.26 -3.48  0.514
H 3.59 1.34 -1.33  0.441
H 1.66 0.37 1.89  -0.718
H 3.32 0.87 3.64  0.510
H 5.70 0.32 3.27  0.457
H 6.41 -0.72 1.16  0.460
H 4.77 -1.22 -0.60  0.519
C -0.42 -1.44 3.17  -0.803
N -0.95 -1.48 4.51  0.120
C -0.73 -0.18 5.15  -0.710
N -1.40 0.89 4.42  0.181
C -0.88 0.95 3.08  -0.803
N -1.08 -0.36 2.33  2.244
C -2.56 -0.64 2.37  -0.422
N -3.08 -0.68 3.71  0.144
C -2.39 -1.73 4.46  -0.705
C -2.84 0.61 4.36  -0.639
H -0.58 -2.40 2.67  0.307
H 0.66 -1.23 3.21  0.184
H 0.34 0.03 5.20  0.361
H -1.11 -0.22 6.17  0.349
H 0.19 1.15 3.13  0.033
H -1.38 1.73 2.51  0.136
H -2.72 -1.61 1.90  0.121
H -3.06 0.14 1.80  -0.354
H -2.57 -2.70 3.98  0.327
H -2.78 -1.77 5.47  0.347
H -3.24 0.58 5.38  0.357
H -3.34 1.40 3.81  0.351

## Properties
E: -115319.20769 eV
Charge: +2
Gap between HOMO and LUMO (spin up / spin down): 7.52 / 7.59 eV

Entry 5:
C43H43I2N7OSbTi | the ωB97M-V functional and the def2-TZVPD basis

Last column: Mulliken spin population.
Cartesian coordinates (Å):
Ti 0.38 0.23 -0.50  0.876
I -0.77 7.52 -0.49  0.001
C -0.49 5.51 -0.01  0.000
C 0.52 5.16 0.88  -0.003
C 0.70 3.82 1.18  -0.010
I 2.26 3.25 2.44  0.002
C -0.11 2.82 0.63  0.082
O 0.08 1.54 0.92  0.039
C -1.12 3.21 -0.27  -0.044
C -2.05 2.17 -0.85  0.028
N -1.39 1.08 -1.60  0.011
C -0.87 1.47 -2.93  0.044
C 0.43 2.19 -2.77  0.121
C 0.80 3.26 -3.54  -0.126
C 2.06 3.87 -3.36  0.436
C 2.88 3.33 -2.34  -0.130
C 2.45 2.27 -1.60  0.285
N 1.23 1.65 -1.78  0.245
C -1.30 4.55 -0.58  -0.005
H 1.16 5.91 1.32  0.000
H -2.78 2.67 -1.48  0.000
H -2.59 1.68 -0.03  -0.004
H -2.05 0.32 -1.71  -0.007
H -1.59 2.10 -3.48  0.015
H -0.72 0.53 -3.48  0.030
H 0.11 3.63 -4.28  -0.006
H 2.37 4.72 -3.94  0.058
H 3.84 3.77 -2.12  -0.005
H 3.06 1.87 -0.79  0.020
H -2.07 4.83 -1.28  0.002
C -1.13 -5.02 4.60  0.000
C -1.19 -5.06 3.22  0.001
C -1.43 -3.92 2.48  0.001
C -1.64 -2.69 3.13  0.002
C -1.62 -2.66 4.52  0.000
C -1.35 -3.82 5.25  0.000
N -1.88 -1.55 2.34  0.008
C -2.67 -1.76 1.16  -0.006
C -4.02 -2.01 1.32  -0.008
C -4.85 -2.27 0.24  0.015
C -4.28 -2.28 -1.02  -0.005
C -2.93 -2.05 -1.21  0.014
C -2.06 -1.77 -0.12  0.017
N -0.72 -1.55 -0.26  0.007
N -0.36 -1.63 -1.64  0.007
C 0.94 -1.61 -1.94  -0.030
C 1.33 -1.92 -3.29  0.013
C 2.63 -1.81 -3.65  -0.003
C 3.60 -1.36 -2.71  -0.001
C 3.17 -1.03 -1.47  0.006
N 1.88 -1.17 -1.05  0.012
H -0.92 -5.92 5.17  0.000
H -1.02 -5.99 2.69  0.000
H -1.45 -3.95 1.40  -0.003
H -1.81 -1.74 5.05  0.000
H -1.34 -3.76 6.33  0.000
H -4.41 -2.02 2.33  0.000
H -5.91 -2.47 0.39  0.002
H -4.89 -2.50 -1.89  0.000
H -2.50 -2.10 -2.20  0.002
H 0.56 -2.25 -3.97  0.002
H 2.93 -2.06 -4.66  0.000
H 4.64 -1.24 -2.98  -0.001
H 3.84 -0.62 -0.73  0.010
C 1.72 -3.79 1.43  0.006
C 1.91 -2.99 2.72  -0.004
Sb 2.45 -0.96 2.24  -0.021
C 2.96 -0.29 4.24  0.002
C 3.58 -1.33 5.16  0.000
C 4.48 -1.54 1.76  0.000
C 5.44 -0.35 1.69  0.000
H 1.44 -4.82 1.65  0.000
H 2.63 -3.81 0.84  -0.001
H 0.93 -3.35 0.81  0.005
H 2.71 -3.41 3.33  0.000
H 1.00 -3.00 3.32  -0.001
H 2.06 0.14 4.68  0.000
H 3.64 0.56 4.09  0.000
H 2.88 -2.13 5.39  0.000
H 3.90 -0.89 6.12  0.000
H 4.46 -1.79 4.71  0.000
H 4.45 -2.07 0.81  -0.001
H 4.81 -2.26 2.52  0.000
H 5.05 0.44 1.03  0.000
H 6.42 -0.63 1.32  0.000
H 5.58 0.11 2.67  0.000
N -1.19 4.78 4.68  0.000
C -1.30 3.71 4.29  0.000
C -1.45 2.36 3.80  -0.001
C -0.56 1.36 4.19  0.000
C -0.71 0.08 3.72  0.003
C -1.76 -0.25 2.85  0.000
C -2.65 0.76 2.47  -0.006
C -2.50 2.05 2.94  -0.001
H 0.27 1.61 4.84  0.000
H -0.01 -0.69 4.02  0.002
H -3.47 0.52 1.81  0.001
H -3.19 2.82 2.63  0.000

## Properties
E: -103624.35757 eV
Charge: -1
Gap between HOMO and LUMO (spin up / spin down): 4.36 / 6.25 eV
2S+1: 3

The molar mass results, record by record, are as follows: 863.47; 781.99; 909.21; 764.81; 1097.30 g mol⁻¹.
The max |F| results, record by record, are as follows: 0.52; 0.66; 7.88; 0.58; 0.68 eV/A.